(1)
One molecule with the formula C5H11NO, computed with ωB97M-V/def2-TZVPD.

Calculated values
maximum force	0.4	eV/Å
orbital gap	10.2	eV
energy relative to the best compared isomer or geometry (same formula, charge and spin)	10.2	kcal per mole
SMILES	CC(C)N(C)C=O
electronic energy	-327.1151	hartree

Geometry (Å):
C 0.756 0.419 -1.592
C 0.765 -0.027 -0.129
C 1.061 1.123 0.827
N -0.487 -0.699 0.228
C -1.756 -0.101 -0.127
C -0.431 -1.707 1.133
O 0.597 -2.154 1.609
H 0.023 1.214 -1.775
H 1.746 0.805 -1.851
H 0.530 -0.407 -2.277
H 1.530 -0.798 -0.004
H 1.069 0.789 1.871
H 2.045 1.545 0.605
H 0.310 1.919 0.738
H -1.841 0.929 0.241
H -1.903 -0.097 -1.211
H -2.571 -0.678 0.320
H -1.442 -2.075 1.394

Cartesian forces (eV/Å) of the 3 atoms listed first:
0.0 0.0 0.0
0.0 -0.2 -0.2
0.0 0.1 0.2

So, what does the Mulliken scheme give us? The charges, in e, come out as: -1.522, 0.357, -1.270, 0.132, -0.838, 0.117, -0.578, 0.351, 0.418, 0.373, 0.306, 0.358, 0.375, 0.282, 0.295, 0.264, 0.321, 0.260

---

(2)
An isolated ion of composition C2H8N5 and charge +1 in a non-equilibrium geometry, computed with ωB97M-V/def2-TZVPD.

Calculated values
maximum force	7.2	eV/Å
orbital gap	10.1	eV
charge	+1
energy relative to the best compared isomer or geometry (same formula, charge and spin)	79.0	kcal per mole
SMILES	NC1=N[NH2+]CN1N
electronic energy	-354.4308	hartree

Geometry (Å):
N -0.417 0.452 -2.062
C -0.299 -0.038 -0.841
N -0.097 -1.546 -0.700
N 0.159 -1.735 0.727
C 0.024 -0.341 1.419
N -0.179 0.628 0.335
N 0.662 1.751 0.398
H -0.716 -0.227 -2.842
H -0.730 1.405 -2.137
H 1.133 -2.027 0.756
H -0.498 -2.531 1.077
H 0.846 0.022 1.977
H -0.950 -0.263 1.934
H 0.125 2.648 0.554
H 0.936 1.802 -0.594

Cartesian forces (eV/Å) of the 3 atoms listed first:
-0.9 -0.9 -1.1
1.1 -7.0 1.1
-1.4 5.5 -0.9

So, what does the Mulliken scheme give us? The charges, in e, come out as: -0.391, 0.381, -0.724, 0.078, -0.506, 0.286, -0.694, 0.315, 0.268, 0.381, 0.398, 0.338, 0.318, 0.287, 0.264

---

(3)
One molecule with the formula C18H21FN2O, computed with ωB97M-V/def2-TZVPD.

Calculated values
maximum force	0.7	eV/Å
orbital gap	8.3	eV
energy relative to the best compared isomer or geometry (same formula, charge and spin)	35.8	kcal per mole
SMILES	COc1ccccc1N1CCN(Cc2ccc(F)cc2)CC1
electronic energy	-983.0841	hartree

Geometry (Å):
C 1.021 0.983 -2.365
O 1.851 -0.046 -1.874
C 2.725 0.387 -0.879
C 4.002 0.766 -1.254
C 4.908 1.245 -0.323
C 4.514 1.356 0.998
C 3.248 0.964 1.389
C 2.323 0.454 0.471
N 1.054 0.076 0.853
C 0.527 0.454 2.144
C -0.989 0.295 2.117
N -1.362 -1.105 1.988
C -2.730 -1.299 1.527
C -2.995 -0.816 0.120
C -2.760 -1.643 -0.974
C -2.893 -1.173 -2.267
C -3.266 0.145 -2.459
F -3.383 0.618 -3.719
C -3.536 0.986 -1.397
C -3.403 0.495 -0.110
C -0.343 -1.875 1.296
C 0.400 -1.064 0.233
H 1.611 1.774 -2.841
H 0.366 0.524 -3.105
H 0.416 1.428 -1.567
H 4.269 0.690 -2.297
H 5.900 1.538 -0.630
H 5.201 1.739 1.738
H 2.979 1.039 2.431
H 0.769 1.505 2.325
H 0.945 -0.144 2.967
H -1.421 0.681 3.047
H -1.371 0.903 1.281
H -3.378 -0.766 2.229
H -2.948 -2.368 1.604
H -2.472 -2.672 -0.817
H -2.711 -1.809 -3.118
H -3.844 2.003 -1.582
H -3.637 1.138 0.726
H 0.378 -2.231 2.043
H -0.796 -2.753 0.837
H -0.315 -0.731 -0.530
H 1.146 -1.694 -0.256

Cartesian forces (eV/Å) of the 3 atoms listed first:
-0.2 0.3 -0.1
0.5 -0.1 0.5
0.0 0.0 -0.2

So, what does the Mulliken scheme give us? The charges, in e, come out as: -0.755, -0.542, 0.266, -0.254, -0.565, -0.746, -0.810, 0.606, 0.557, -1.382, -0.425, 0.154, -1.671, 0.717, -0.257, -0.603, 0.351, -0.361, -0.741, -0.187, -1.340, -0.046, 0.376, 0.222, 0.245, 0.443, 0.386, 0.379, 0.398, 0.647, 0.370, 0.450, 0.225, 0.474, 0.484, 0.363, 0.436, 0.449, 0.433, 0.333, 0.385, -0.111, 0.648

---

(4)
A 12-piece molecular cluster, C39H84F12N14O25S12 overall in a non-equilibrium geometry, computed with ωB97M-V/def2-TZVPD.

Calculated values
maximum force	12.3	eV/Å
orbital gap	5.1	eV
electronic energy	-10159.6996	hartree

Geometry (Å):
C 0.711 4.608 -12.031
C -0.386 5.582 -11.845
N -0.610 5.624 -10.385
C -1.018 4.578 -9.582
C -0.954 5.059 -8.271
N -0.605 6.376 -8.285
C -0.388 6.751 -9.614
C -0.220 7.024 -7.066
H 0.570 3.528 -11.983
H 1.547 4.785 -11.354
H 1.187 4.617 -13.011
H -1.363 5.190 -12.130
H -0.160 6.571 -12.244
H -1.196 3.627 -10.061
H -1.244 4.547 -7.366
H -0.005 7.691 -9.982
H -0.502 6.459 -6.177
H -0.765 7.968 -7.039
H 0.850 7.221 -7.003
C 0.587 -7.343 4.555
C -0.706 -6.823 5.186
N -1.281 -7.705 6.150
C -1.673 -8.980 5.872
C -2.047 -9.563 7.112
N -1.810 -8.676 8.093
C -1.279 -7.554 7.510
C -2.098 -8.929 9.473
H 0.504 -8.215 3.906
H 1.231 -7.656 5.377
H 1.114 -6.597 3.961
H -1.376 -6.736 4.330
H -0.718 -5.879 5.730
H -1.635 -9.317 4.846
H -2.403 -10.523 7.455
H -0.915 -6.683 8.033
H -1.177 -8.538 9.904
H -2.234 -9.997 9.644
H -3.020 -8.408 9.732
C -0.641 -0.343 -0.099
C 0.019 -0.691 -1.347
O 0.945 -1.492 -1.469
N -0.452 0.049 -2.537
H -1.170 0.733 -2.345
H 0.342 0.524 -2.941
C -1.029 -0.901 -3.656
H -1.728 -0.304 -0.168
H -0.356 0.694 0.077
H -0.367 -0.893 0.801
H -1.449 -1.784 -3.175
H -0.186 -1.191 -4.283
H -1.669 -0.227 -4.225
C -11.101 1.129 3.487
C -10.028 1.062 4.602
C -9.389 2.415 4.881
N -8.315 2.310 6.058
C -7.099 1.439 5.563
C -8.885 1.882 7.396
C -8.197 2.648 8.535
C -7.181 3.621 7.861
C -7.834 3.744 6.447
H -11.990 1.672 3.806
H -11.560 0.164 3.274
H -10.907 1.626 2.536
H -9.273 0.361 4.245
H -10.437 0.558 5.477
H -10.162 3.067 5.289
H -8.972 2.879 3.987
H -6.572 2.035 4.819
H -7.395 0.455 5.198
H -6.423 1.218 6.390
H -9.034 0.807 7.497
H -9.859 2.361 7.291
H -7.615 1.887 9.054
H -8.913 2.972 9.290
H -6.159 3.246 7.816
H -7.063 4.601 8.322
H -7.192 3.981 5.599
H -8.729 4.364 6.494
C 7.736 -1.376 1.231
C 7.684 -2.760 0.544
C 7.897 -2.668 -1.000
N 8.073 -4.005 -1.699
C 6.714 -4.728 -1.882
C 9.158 -4.966 -1.203
C 10.482 -4.325 -1.661
C 10.238 -3.592 -2.954
C 8.727 -3.701 -3.099
H 8.516 -0.700 0.881
H 7.929 -1.460 2.301
H 6.776 -0.871 1.120
H 6.722 -3.208 0.794
H 8.487 -3.349 0.987
H 8.779 -2.041 -1.124
H 7.107 -2.069 -1.453
H 6.815 -5.580 -2.554
H 6.053 -4.087 -2.465
H 6.405 -4.902 -0.851
H 8.992 -5.928 -1.688
H 9.035 -5.170 -0.140
H 11.262 -5.079 -1.767
H 10.869 -3.598 -0.947
H 10.582 -4.194 -3.795
H 10.611 -2.581 -3.116
H 8.548 -4.605 -3.680
H 8.174 -2.887 -3.568
C 5.710 5.131 6.529
C 4.375 5.356 5.822
C 3.334 6.225 6.631
N 2.563 7.296 5.734
C 1.284 7.639 6.544
C 3.384 8.527 5.500
C 2.820 9.089 4.183
C 2.743 7.862 3.328
C 2.204 6.784 4.246
H 6.427 4.540 5.960
H 5.518 4.669 7.497
H 6.180 6.115 6.552
H 3.968 4.391 5.518
H 4.641 5.749 4.841
H 3.752 6.733 7.500
H 2.634 5.588 7.172
H 1.607 7.708 7.583
H 0.601 6.810 6.358
H 0.792 8.502 6.095
H 3.458 9.222 6.337
H 4.403 8.151 5.405
H 1.860 9.590 4.306
H 3.465 9.866 3.775
H 2.036 7.926 2.500
H 3.683 7.601 2.842
H 1.132 6.586 4.222
H 2.635 5.783 4.209
N 3.602 -5.997 -11.202
S 4.260 -7.227 -10.229
O 3.527 -8.490 -9.984
O 5.130 -6.851 -9.163
F 5.360 -7.828 -11.214
S 2.257 -6.060 -10.485
O 2.147 -5.587 -9.151
O 1.301 -7.139 -10.890
F 1.672 -4.817 -11.398
N -8.004 -0.373 -10.394
S -7.591 -0.104 -8.731
O -6.198 0.323 -8.451
O -8.297 -0.887 -7.719
F -8.337 1.276 -8.700
S -7.635 -1.819 -10.324
O -8.614 -2.700 -9.733
O -6.291 -2.220 -10.140
F -7.872 -2.049 -11.860
N -4.460 3.074 -1.771
S -4.816 4.365 -1.131
O -5.321 4.291 0.281
O -5.340 5.370 -1.990
F -3.301 4.882 -0.874
S -5.986 2.489 -1.775
O -7.083 3.088 -2.535
O -6.343 1.693 -0.615
F -5.664 1.267 -2.763
N 2.049 -0.298 8.858
S 2.581 -1.299 7.902
O 2.649 -1.003 6.441
O 2.533 -2.779 8.245
F 4.132 -1.030 8.254
S 0.459 -0.295 8.253
O -0.302 -1.516 8.043
O 0.137 0.861 7.404
F -0.307 0.201 9.594
N -2.120 -9.357 -3.802
S -1.040 -8.361 -3.598
O 0.339 -8.706 -3.945
O -1.315 -7.389 -2.528
F -1.471 -7.553 -4.881
S -1.412 -10.492 -2.736
O -1.297 -10.168 -1.307
O -0.366 -11.386 -3.311
F -2.584 -11.637 -2.663
N 3.397 2.862 -4.567
S 4.251 2.780 -5.872
O 5.196 1.627 -5.897
O 4.524 4.030 -6.543
F 3.080 2.123 -6.728
S 4.570 3.701 -3.756
O 4.582 5.165 -3.922
O 5.785 2.982 -3.360
F 3.777 3.595 -2.325

Cartesian forces (eV/Å) of the 3 atoms listed first:
2.5 -1.3 -1.3
-1.2 -1.1 1.1
0.2 3.2 2.4

Here are the Mulliken charges for atoms 1 to 99, given in e: -1.165, -0.347, 0.105, -0.384, -0.346, 0.171, -0.145, -0.879, 0.383, 0.358, 0.362, 0.308, 0.309, 0.464, 0.437, 0.345, 0.312, 0.356, 0.354, -1.132, -0.455, 0.156, -0.422, -0.324, 0.133, -0.235, -0.770, 0.396, 0.341, 0.346, 0.273, 0.429, 0.460, 0.408, 0.437, 0.356, 0.297, 0.306, -1.175, 0.646, -0.474, -0.140, 0.398, 0.339, -0.742, 0.390, 0.356, 0.328, 0.332, 0.339, 0.397, -1.460, -0.117, -0.627, 0.147, -0.941, -0.695, -0.608, -0.661, -0.699, 0.376, 0.379, 0.378, 0.239, 0.286, 0.320, 0.470, 0.393, 0.301, 0.420, 0.440, 0.362, 0.298, 0.394, 0.315, 0.395, 0.484, 0.410, -1.409, -0.115, -0.729, 0.117, -0.959, -0.720, -0.501, -0.549, -0.732, 0.380, 0.379, 0.343, 0.260, 0.240, 0.379, 0.393, 0.428, 0.369, 0.363, 0.447, 0.398

---

(5)
An isolated ion of composition C5H12N3O and charge +1 in a non-equilibrium geometry, computed with ωB97M-V/def2-TZVPD.

Calculated values
maximum force	2.8	eV/Å
orbital gap	11.1	eV
charge	+1
energy relative to the best compared isomer or geometry (same formula, charge and spin)	0.0	kcal per mole
SMILES	CN1C[C@@](C)(O)NC1=[NH2+]
electronic energy	-437.0288	hartree

Geometry (Å):
C -2.035 1.428 0.610
N -0.858 0.680 0.239
C -0.975 -0.545 -0.514
C 0.639 -1.009 -0.706
C 0.965 -2.286 0.042
O 0.921 -1.028 -2.051
N 1.268 0.146 -0.050
C 0.401 1.072 0.370
N 0.783 2.226 0.909
H -2.380 2.058 -0.210
H -2.827 0.726 0.865
H -1.836 2.045 1.485
H -1.392 -0.374 -1.507
H -1.533 -1.308 0.021
H 2.028 -2.507 -0.047
H 0.399 -3.118 -0.366
H 0.727 -2.175 1.098
H 1.581 -1.699 -2.270
H 2.257 0.315 -0.139
H 0.109 2.913 1.200
H 1.760 2.440 1.023

Cartesian forces (eV/Å) of the 3 atoms listed first:
-0.2 0.3 0.0
0.1 0.1 0.1
2.5 -1.0 -0.6

So, what does the Mulliken scheme give us? The charges, in e, come out as: -1.011, 0.083, -0.925, 0.875, -1.520, -0.538, -0.240, 0.575, -0.367, 0.344, 0.324, 0.398, 0.350, 0.392, 0.451, 0.391, 0.408, 0.376, 0.238, 0.182, 0.211